Record 1
131
Properties=species:S:1:pos:R:3:mulliken_charge:R:1 method="wB97M-V/def2-TZVPD" total_charge=+2 relative_energy_kj_mol=0.0 lumo_energy_ev=-8.393
Hf -2.472 1.741 0.866 2.6782
N -2.827 2.329 2.970 -0.2209
S -2.250 2.033 4.492 0.8925
O -3.016 1.250 5.379 -0.5385
O -1.355 3.010 4.960 -0.5491
F -1.251 0.884 3.983 -0.2009
S -3.922 3.529 3.525 0.9257
O -3.340 4.762 3.862 -0.4485
O -5.022 3.010 4.221 -0.5094
F -4.511 3.731 2.040 -0.3385
N -0.428 0.953 0.569 0.8264
S 0.969 0.783 1.669 -0.0191
O 2.215 1.272 1.250 -0.2444
O 0.889 -0.401 2.426 -0.1977
F 0.428 1.943 2.567 -0.0559
S 0.404 0.416 -0.708 -0.7737
O 0.812 -0.927 -0.628 0.4532
O 1.124 1.381 -1.441 0.0209
F -0.891 0.284 -1.637 -0.1646
C 3.732 -2.568 -0.079 -0.6498
N 4.272 -2.099 -1.386 1.0273
O 4.680 -2.928 -2.173 -0.5562
O 4.388 -0.892 -1.527 -0.5534
H 3.468 -3.618 -0.136 0.2819
H 2.879 -1.958 0.195 -0.0093
H 4.562 -2.380 0.599 0.3848
O -3.038 -0.078 -0.451 -1.8535
S -3.236 -1.412 -1.032 0.9837
O -2.236 -2.403 -0.930 -0.5092
O -4.584 -1.871 -0.395 -0.1472
C -4.890 -3.304 -0.389 0.0862
C -6.083 -3.516 0.516 -1.2690
C -3.737 -1.231 -2.715 -1.1212
H -4.041 -3.876 -0.022 -0.0157
H -5.102 -3.620 -1.412 0.4791
H -5.732 -3.279 1.520 0.2652
H -6.391 -4.560 0.530 0.4079
H -6.930 -2.906 0.213 0.3454
H -4.017 -2.222 -3.066 0.4414
H -2.912 -0.795 -3.279 0.3712
H -4.612 -0.591 -2.810 0.3787
O -0.115 5.621 0.238 -0.6627
S -0.077 4.764 1.368 0.7777
O -1.043 3.669 1.428 -0.3448
O 1.348 4.148 1.544 -0.1744
C 2.463 4.969 1.069 -0.1175
C 3.693 4.301 1.615 -1.2233
C -0.274 5.699 2.862 -1.0183
H 2.463 6.030 1.325 0.5013
H 2.482 4.974 -0.021 0.1432
H 3.685 4.205 2.704 0.3563
H 4.623 4.801 1.349 0.4855
H 3.799 3.255 1.319 0.1059
H -0.480 4.997 3.672 0.2523
H -1.146 6.326 2.694 0.4295
H 0.679 6.171 3.080 0.3992
O -1.710 2.777 -1.048 -0.2990
S -1.508 3.178 -2.457 1.7537
O -1.504 2.180 -3.459 -0.7085
O -2.639 4.219 -2.722 -0.0550
C -3.083 4.382 -4.101 -0.1188
C -4.141 5.443 -4.208 -1.2882
C -0.074 4.189 -2.557 -0.7839
H -3.356 3.435 -4.569 0.3496
H -2.216 4.636 -4.725 0.2866
H -4.372 5.612 -5.259 0.4060
H -3.801 6.383 -3.778 0.3303
H -5.063 5.114 -3.728 0.3276
H -0.243 5.119 -2.018 0.4846
H 0.048 4.423 -3.614 0.4046
H 0.802 3.687 -2.154 0.0164
O 2.236 -4.985 4.586 -0.6714
S 1.223 -4.235 5.237 1.1816
O -0.084 -4.109 4.664 -0.5795
O 0.998 -4.822 6.680 -0.2680
C 2.174 -4.974 7.535 -0.2559
C 1.909 -6.184 8.409 -1.3344
C 1.761 -2.586 5.620 -0.7339
H 2.235 -4.082 8.157 0.2875
H 3.043 -5.139 6.901 0.4400
H 1.022 -6.025 9.014 0.3307
H 2.792 -6.419 9.003 0.3904
H 1.768 -7.048 7.759 0.3283
H 1.645 -1.920 4.767 0.0488
H 2.753 -2.649 6.055 0.4417
H 1.024 -2.195 6.324 0.3540
O 5.732 3.116 -3.983 -0.6641
S 4.349 3.290 -3.744 1.3698
O 3.746 4.586 -3.725 -0.6588
O 3.588 2.402 -4.854 -0.3904
C 2.213 2.697 -5.050 0.5879
C 1.645 1.764 -6.096 -1.0442
C 3.896 2.393 -2.279 0.0841
H 1.974 3.738 -5.274 0.4468
H 1.641 2.489 -4.132 -0.3530
H 1.747 0.741 -5.724 -0.0647
H 2.120 1.819 -7.071 0.4192
H 0.559 1.873 -6.129 0.3380
H 3.293 1.544 -2.584 -0.2508
H 3.224 3.039 -1.712 -0.3270
H 4.784 2.169 -1.699 0.5445
O 1.132 -1.221 -3.383 -0.2968
S 0.426 -2.368 -3.851 0.9292
O -0.911 -2.275 -4.365 -0.7574
O 1.322 -3.116 -4.922 -0.2417
C 2.069 -2.322 -5.888 0.2899
C 3.246 -3.152 -6.328 -1.3323
C 0.477 -3.687 -2.668 -0.4722
H 2.362 -1.370 -5.452 -0.1510
H 1.398 -2.158 -6.733 0.3180
H 3.656 -2.722 -7.250 0.4002
H 2.916 -4.112 -6.724 0.3482
H 4.064 -3.167 -5.614 0.3067
H 1.514 -4.023 -2.666 0.4041
H -0.267 -4.438 -2.903 0.4645
H 0.345 -3.303 -1.655 -0.3703
O -2.271 -0.411 1.950 0.4949
S -2.365 -1.794 2.414 0.3522
O -3.560 -2.505 2.141 -0.4176
O -1.100 -2.469 1.808 0.3271
C -1.166 -3.911 1.653 0.1841
C 0.215 -4.403 1.270 -0.7855
C -2.084 -1.899 4.148 -1.1582
H -1.889 -4.194 0.891 -0.1992
H -1.401 -4.459 2.567 0.5754
H 0.124 -5.403 0.847 0.5649
H 0.921 -4.402 2.099 -0.0260
H 0.676 -3.795 0.486 -0.2803
H -1.108 -1.507 4.412 0.0636
H -2.121 -2.949 4.426 0.6198
H -2.866 -1.332 4.651 0.5281

---

Record 2
13
Properties=species:S:1:pos:R:3:mulliken_charge:R:1 method="wB97M-V/def2-TZVPD" relative_energy_kj_mol=335.7 lumo_energy_ev=0.952
O 1.546 2.380 0.670 -0.2196
C 1.019 1.471 1.115 0.1608
N 1.422 -0.250 -0.762 -0.4506
C 0.397 -1.112 -0.221 -0.4267
C -0.834 -0.281 -0.235 0.3553
C -2.012 0.198 0.447 -0.3715
N -0.966 0.966 -0.322 -0.4779
H 2.362 -0.609 -0.753 0.1848
H 0.573 -1.253 0.860 0.2728
H 0.296 -2.111 -0.669 0.3199
H 1.165 0.122 -1.666 0.1964
H -2.997 0.222 -0.004 0.2504
H -1.970 0.258 1.538 0.2062

---

Record 3
40
Properties=species:S:1:pos:R:3:mulliken_charge:R:1 method="wB97M-V/def2-TZVPD" total_charge=+3 relative_energy_kj_mol=80.6 lumo_energy_ev="-11.436 / -15.105" multiplicity=4
C 2.353 -3.564 -4.708 -0.9246
C 2.001 -2.639 -3.581 0.7608
H 3.308 -4.038 -4.487 0.3538
H 2.441 -3.012 -5.652 0.3781
H 1.589 -4.342 -4.812 0.3677
O 2.622 -2.404 -2.569 -0.0452
Cl 0.426 -1.838 -3.863 0.0841
Tc 0.248 -0.139 0.566 0.2041
P -0.746 -2.038 1.142 1.1892
C -0.268 -2.820 2.724 -1.2588
C -2.572 -2.002 1.276 -1.1284
H -0.631 -3.017 -1.068 0.2427
H -1.027 -4.244 0.196 0.4143
H 0.652 -3.632 0.010 0.3621
C -0.412 -3.373 -0.055 -1.0334
H -3.000 -1.678 0.319 0.3511
H -2.939 -3.008 1.526 0.4356
H -0.930 -3.674 2.918 0.4216
H -0.362 -2.093 3.538 0.3999
H -2.878 -1.299 2.063 0.3772
H 0.770 -3.164 2.666 0.4268
C 1.809 -0.702 1.532 0.2601
O 2.747 -1.074 2.138 -0.2291
Cl -1.160 0.158 -1.308 -0.4033
C -2.741 3.880 0.447 -0.8004
N -1.296 3.971 0.474 0.1494
C -0.612 5.056 -0.057 -0.4109
C 0.713 4.799 0.081 -0.3828
N 0.823 3.565 0.714 0.1629
C 2.051 2.850 1.006 -0.7137
C -0.409 3.073 0.991 0.1928
Se -0.748 1.533 2.016 -0.0493
H -3.050 2.873 0.743 0.2741
H -3.078 4.112 -0.571 0.3596
H -3.172 4.637 1.114 0.3497
H -1.156 5.887 -0.479 0.5197
H 1.563 5.389 -0.219 0.4475
H 2.890 3.527 0.841 0.3266
H 2.038 2.507 2.048 0.3569
H 2.141 1.977 0.341 0.2116

---

Record 4
19
Properties=species:S:1:pos:R:3:mulliken_charge:R:1 method="wB97M-V/def2-TZVPD" total_charge=+1 relative_energy_kj_mol=292.5 lumo_energy_ev=-4.392
C -1.175 -0.111 0.655 -0.8826
C -1.655 1.063 -0.112 -0.3619
C 2.109 -1.717 -0.827 -0.7570
C 0.855 -1.021 -0.460 0.6521
C 1.162 0.407 1.488 -0.9213
N 0.327 -0.369 0.580 0.1587
N -1.485 0.974 -1.560 -0.4997
S 0.655 -1.735 -1.951 0.0476
H -1.364 0.030 1.796 0.4068
H -1.584 -1.123 0.404 0.3858
H -2.688 1.267 0.279 0.3048
H -1.066 1.906 0.294 0.3393
H 2.934 -1.173 -1.446 0.2851
H 2.566 -2.492 -0.178 0.2947
H 1.854 1.184 0.923 0.3253
H 0.436 0.932 2.066 0.4064
H 1.796 -0.338 2.193 0.3277
H -2.186 0.395 -2.099 0.2401
H -1.491 1.920 -2.045 0.2480

---

Record 5
61
Properties=species:S:1:pos:R:3:mulliken_charge:R:1 method="wB97M-V/def2-TZVPD" total_charge=+3 relative_energy_kj_mol=3.6 lumo_energy_ev="-9.588 / -9.166" multiplicity=2
V -0.019 -0.424 -0.683 0.9436
C -2.368 -2.092 1.324 -1.3162
P -1.812 -2.058 -0.394 1.2614
C -3.248 -1.738 -1.436 -1.2025
C -1.193 -3.700 -0.799 -1.1562
H -3.148 -2.849 1.429 0.4564
H -2.773 -1.125 1.622 0.3901
H -1.539 -2.354 1.981 0.3907
H -3.980 -2.537 -1.302 0.4448
H -2.953 -1.706 -2.485 0.3633
H -3.714 -0.793 -1.160 0.3350
H -1.962 -4.441 -0.571 0.4683
H -0.300 -3.918 -0.214 0.3285
H -0.953 -3.753 -1.861 0.2866
O 1.220 -1.597 0.397 -0.5873
C 1.619 -0.558 1.007 1.3398
O 0.859 0.476 0.805 -0.8374
C 2.831 -0.388 1.788 -0.0518
C 3.819 -1.353 1.996 -0.6819
C 4.979 -0.998 2.670 -0.6451
C 5.183 0.310 3.107 -0.6029
C 4.186 1.246 2.877 -0.1149
C 3.013 0.904 2.262 0.0469
N 4.355 2.664 3.242 0.9739
O 5.282 2.971 3.926 -0.5020
O 3.518 3.461 2.796 -0.7407
H 3.685 -2.363 1.629 0.5236
H 5.749 -1.737 2.842 0.4559
H 6.098 0.600 3.608 0.5392
H 2.235 1.635 2.156 0.6297
N 1.651 3.818 0.628 -0.0357
C 0.207 3.390 0.665 -0.8856
P -0.178 2.576 -0.967 1.6900
O 1.125 2.457 -1.654 -0.9542
O -1.037 1.301 -0.773 -0.7968
C -1.292 3.678 -1.938 -0.9872
N -2.758 3.431 -1.706 -0.1615
H 2.092 3.347 -0.182 0.3703
H 2.194 3.592 1.488 0.1218
H 1.750 4.825 0.485 0.4205
H -0.416 4.253 0.895 0.5643
H 0.079 2.657 1.458 0.2544
H -1.078 3.445 -2.982 0.3993
H -1.084 4.735 -1.780 0.4645
H -3.106 3.885 -0.857 0.3746
H -2.931 2.424 -1.615 0.1799
H -3.321 3.788 -2.484 0.4078
C 0.910 -2.763 -4.153 -1.0515
Si 1.556 -1.127 -3.604 0.1397
C 1.295 0.286 -4.757 -0.9531
C 3.202 -1.167 -2.774 -0.9592
O 0.443 -0.710 -2.223 -0.5325
H 1.423 -3.046 -5.077 0.4210
H -0.158 -2.740 -4.378 0.3662
H 1.111 -3.549 -3.424 0.3357
H 2.003 0.220 -5.586 0.4068
H 1.476 1.232 -4.243 0.2753
H 0.291 0.291 -5.184 0.3292
H 3.970 -1.450 -3.499 0.4619
H 3.232 -1.901 -1.966 0.2880
H 3.478 -0.187 -2.379 0.3073

---

Record 6
38
Properties=species:S:1:pos:R:3:mulliken_charge:R:1 method="wB97M-V/def2-TZVPD" total_charge=-1 lumo_energy_ev="2.082 / 1.858" multiplicity=5
Cr -1.022 0.292 -0.551 0.7099
O -1.279 -2.286 3.431 -0.6927
C -0.008 -2.708 3.405 0.1978
C 0.360 -3.732 4.283 -0.7136
C 1.655 -4.206 4.298 -0.2593
C 2.617 -3.677 3.439 -0.7630
C 2.255 -2.666 2.570 -0.2042
C 0.954 -2.163 2.540 0.2353
C 0.580 -1.080 1.602 0.9498
O -0.604 -0.638 1.604 -0.9852
N 1.563 -0.596 0.819 -0.8980
N 1.041 0.283 -0.037 0.6221
C 1.803 1.134 -0.633 -0.7920
C 1.137 2.190 -1.379 0.9391
C 1.826 3.162 -2.104 -0.9178
C 1.113 4.170 -2.721 -0.1105
C -0.272 4.193 -2.608 -0.9009
C -0.887 3.188 -1.882 -0.1990
N -0.206 2.217 -1.281 0.1288
H -1.354 -1.603 2.717 0.4157
H -0.402 -4.141 4.934 0.4168
H 1.920 -5.004 4.982 0.3503
H 3.631 -4.054 3.449 0.3694
H 2.972 -2.235 1.886 0.4392
H 2.878 1.125 -0.483 0.3390
H 2.905 3.110 -2.169 0.3564
H 1.630 4.935 -3.287 0.4055
H -0.866 4.967 -3.073 0.3927
H -1.964 3.144 -1.778 0.4383
N -1.743 0.339 -3.027 -0.4587
N -3.021 0.928 -2.990 -0.2422
C -3.657 1.026 -1.721 0.6001
O -4.849 1.293 -1.721 -0.7404
O -2.893 0.895 -0.698 -0.5278
H -1.198 0.748 -3.776 0.2164
H -1.775 -0.675 -3.124 0.1975
H -3.672 0.623 -3.699 0.2716
I -1.169 -2.500 -1.217 -0.5860

---

| no. | DFT total energy (Ha) |
| --- | --- |
| 1 | -8197.14748 |
| 2 | -340.66705 |
| 3 | -4434.00916 |
| 4 | -704.47917 |
| 5 | -3197.15314 |
| 6 | -2458.40663 |